{
  "formula": "C3H7NOS",
  "method": "wB97M-V/def2-TZVPD",
  "elements": ["C", "C", "S", "C", "N", "O", "H", "H", "H", "H", "H", "H", "H"],
  "xyz": [[0.178900, -0.326934, 0.372748], [1.230938, 0.281118, -0.508167], [2.984737, -0.001036, 0.175581], [-1.208508, 0.211041, -0.119348], [-2.309587, -0.526110, 0.062625], [-1.246441, 1.304687, -0.710412], [0.333453, 0.090471, 1.417051], [-0.006038, -1.426674, 0.391311], [1.064790, 1.365858, -0.711760], [1.423275, -0.214608, -1.492925], [3.084532, 1.101690, 0.904045], [-3.070188, -0.562811, -0.604502], [-2.459867, -1.296686, 0.823754]],
  "atomic_forces_ev_per_a": [[-1.5, -0.1, 1.8], [1.9, -0.2, -1.6], [-1.4, -0.1, -0.6], [0.2, 2.9, -1.4], [-1.0, -3.3, 2.3], [0.4, -2.1, 0.7], [-0.4, -0.8, -1.0], [1.2, 0.7, 0.0], [0.1, -0.7, 0.5], [-0.8, 0.2, 0.7], [0.1, 0.5, 0.5], [0.2, 0.9, 0.1], [1.1, 2.0, -2.1]],
  "total_charge": 1,
  "energy_ev": -17587.848,
  "homo_energy_ev": [-14.22, -13.91],
  "e_above_lowest_kcal_mol": 17.4,
  "s2": 0.75,
  "gap_ev": [10.2, 4.7],
  "multiplicity": 2
}